The ion C7H11N2 with charge +1 at a distorted geometry. Source: the Open Molecules 2025 dataset; level of theory: ωB97M-V/def2-TZVPD.

Last column: Mulliken charge in e.
Cartesian coordinates (Å):
C  -1.93049  -0.55283  -0.36316  -0.319
H  3.04569  -0.92336  2.11893  0.294
H  -1.70710  1.39919  -1.58237  0.295
H  1.00098  1.87052  2.01511  0.537
C  2.92594  -0.18008  1.29001  -0.986
C  1.46391  -0.05068  1.04190  0.483
H  -0.36749  -0.85274  -1.81084  0.272
H  3.64286  -0.63184  0.46396  0.327
N  -0.54905  1.00993  0.95639  -0.736
N  -0.70724  -0.06684  0.19360  0.697
C  0.52328  -0.74021  0.10450  0.520
H  1.44307  -1.25946  -1.70126  0.269
C  0.74317  1.04635  1.44610  -0.477
C  -2.56601  0.65225  -1.18787  -0.946
H  -1.64684  -1.40256  -1.04403  0.232
H  -3.01157  0.32137  -2.12465  0.371
H  -3.39399  1.20293  -0.64783  0.316
C  0.50015  -0.92309  -1.21748  -0.802
H  3.20928  0.90307  1.54410  0.308
H  -2.61854  -0.82195  0.50488  0.346

Cartesian forces, eV/Å:
C -2.348 1.335 -0.506
H 0.155 0.976 -0.249
H -1.971 -1.541 1.326
H 0.648 1.310 1.064
C 1.320 -0.290 -0.425
C -0.299 -0.025 -1.847
H -0.214 0.040 -0.689
H -1.897 1.171 1.264
N -1.208 -1.678 -1.248
N 1.289 3.199 5.217
C -0.441 1.384 -0.304
H -0.704 0.585 -0.036
C -1.808 -2.607 -1.760
C 0.964 1.189 -0.579
H -1.128 0.658 1.382
H -0.118 -0.428 0.132
H 1.375 -0.522 -0.380
C 5.103 -2.658 -1.007
H 0.337 -2.000 -0.041
H 0.945 -0.097 -1.313

Values from the calculation:
- Charge: +1
- SMILES: C=C1C(C)=CN=[N+]1CC
- Spin multiplicity: 1

---

An isolated molecule of C21H25NO5S. Source: the Open Molecules 2025 dataset; level of theory: ωB97M-V/def2-TZVPD.

Last column: Mulliken charge in e.
Cartesian coordinates (Å):
H  -0.79040  4.66985  -1.82824  0.357
C  2.56635  0.71028  -1.55932  -0.583
H  1.19424  -2.85848  -1.06952  0.402
H  -5.21536  0.32698  -1.76151  0.479
C  0.06565  4.11630  -1.44807  -1.472
C  1.57946  -1.86132  -1.21971  -0.569
C  2.07414  -1.21892  2.62684  0.426
O  3.08731  -0.65520  2.95291  -0.601
C  0.55213  -0.67630  4.54125  -0.769
C  2.63673  -1.41051  -0.43400  0.698
S  0.58908  1.39393  -3.36073  1.375
H  0.83329  4.09952  -2.21592  0.338
H  1.39990  -0.72421  5.20612  0.480
C  1.48924  0.26150  -2.29738  -0.028
C  -4.18992  -0.26634  0.04179  0.420
H  0.45011  4.63581  -0.57357  0.395
C  -2.76069  -0.35087  0.57250  0.292
H  -4.18681  -2.32311  -0.61644  0.324
C  -4.77272  -1.68367  0.03945  -1.397
H  -1.48097  2.46354  -2.92698  0.625
O  1.99933  -2.16378  1.68228  -0.322
C  0.99906  -1.02161  -2.15066  -0.469
H  0.50265  2.17009  -0.62617  0.091
C  0.72594  -0.93655  3.18775  0.404
C  -4.20427  0.32859  -1.36250  -1.494
H  -3.56627  -0.25550  -2.02036  0.263
H  -3.83586  1.35146  -1.34721  0.304
H  3.16857  -3.30865  0.47735  0.403
H  -4.76650  -2.11630  1.03809  0.360
C  -1.78295  -0.28953  4.14274  -0.752
O  -1.78727  -0.40058  -0.14644  -0.502
C  -1.60455  -0.51615  2.77771  0.381
C  3.07323  -2.25282  0.73688  -1.188
H  -2.76554  -0.03981  4.51901  0.396
H  -3.59393  -0.27948  2.42365  0.226
O  0.03562  0.65428  -4.46617  -0.719
H  0.16715  -1.33657  -2.75957  0.486
O  1.43741  2.51489  -3.67615  -0.689
C  -0.71225  -0.37055  5.01358  -0.675
C  -0.33918  2.69246  -1.08653  0.111
C  -0.80110  1.89947  -2.29305  -0.341
H  -0.19356  -1.04216  1.25342  0.523
H  -1.14681  2.71314  -0.34878  0.310
H  3.95779  0.21999  -0.00490  0.399
H  2.93097  1.71254  -1.72240  0.498
C  -0.34451  -0.85946  2.30416  -0.108
H  -5.79783  -1.66490  -0.32298  0.438
N  -2.71544  -0.39673  1.93686  0.055
C  3.13963  -0.12875  -0.61731  -0.526
H  -4.78587  0.36668  0.70906  0.347
H  -1.25837  0.95931  -1.99521  -0.247
H  -0.86579  -0.18470  6.06574  0.390
H  3.99608  -1.88287  1.19220  0.456

Cartesian forces, eV/Å:
H -0.083 0.105 -0.047
C 0.073 0.152 -0.049
H -0.071 -0.118 -0.002
H -0.092 0.018 -0.037
C 0.039 -0.089 0.132
C 0.098 0.120 -0.040
C 0.171 0.210 0.217
O -0.057 -0.070 -0.015
C 0.186 -0.054 -0.163
C 0.021 -0.053 0.101
S -0.372 -0.065 -0.176
H 0.029 0.150 0.007
H 0.092 0.022 0.071
C -0.329 0.447 -0.250
C 0.065 -0.097 -0.330
H 0.016 0.103 0.059
C -0.612 0.235 0.175
H 0.053 -0.089 -0.070
C -0.027 0.154 0.087
H -0.005 0.015 -0.218
O -0.183 -0.378 0.039
C -0.087 -0.171 -0.029
H -0.086 -0.006 0.150
C -0.314 0.144 0.161
C 0.047 -0.024 0.285
H 0.044 -0.034 -0.083
H 0.035 0.113 -0.084
H -0.020 0.124 0.065
H -0.034 -0.097 0.050
C 0.019 -0.014 -0.154
O 0.278 -0.075 -0.183
C 0.382 -0.017 0.209
C 0.312 0.209 -0.195
H -0.101 0.040 0.037
H 0.111 -0.016 -0.217
O -0.147 -0.272 0.195
H -0.127 -0.112 -0.041
O 0.155 0.032 0.353
C -0.003 -0.026 -0.023
C 0.063 0.243 0.022
C 0.767 -0.340 -0.167
H 0.000 -0.028 -0.018
H 0.043 -0.124 -0.023
H 0.075 0.034 0.069
H 0.068 0.126 0.034
C 0.066 -0.056 -0.048
H -0.084 -0.033 -0.027
N -0.296 0.034 0.277
C -0.002 -0.114 -0.046
H 0.069 -0.043 0.012
H -0.109 -0.099 -0.046
H -0.016 0.008 0.082
H -0.123 -0.125 -0.109

Values from the calculation:
- SMILES: CCCS(=O)(=O)c1ccc(COC(=O)c2cccc(NC(=O)C(C)C)c2)cc1
- Spin multiplicity: 1

---

A structure of composition C18H30AsCaN6O7S at a distorted geometry. Source: the Open Molecules 2025 dataset; level of theory: ωB97M-V/def2-TZVPD.

Last column: Mulliken charge in e.
Cartesian coordinates (Å):
H  -0.52484  4.78165  4.55131  0.372
H  -0.18983  -1.09682  -4.22941  0.279
C  -1.32525  -0.76869  3.67793  -0.380
H  -1.99968  0.66637  -3.26225  -0.202
C  1.34652  5.27519  2.27166  -1.097
H  0.42779  -6.87086  -2.20553  0.355
H  1.29885  -0.74479  1.58976  0.294
H  0.45219  5.89385  2.21448  0.306
C  1.82192  2.35338  -0.30929  0.814
C  0.16832  3.94306  4.58285  -1.225
N  -0.62382  -1.26527  1.02925  0.417
H  1.89476  1.75325  3.97466  0.298
N  2.90525  -1.68304  -1.64689  1.236
H  0.77215  -0.30832  3.94013  0.513
H  -0.40911  -4.94966  -4.10385  0.435
H  2.33590  1.74328  2.21538  -0.024
S  -1.02311  2.82802  1.79720  -0.536
H  -1.61444  -0.54787  4.69820  0.395
H  -3.91448  -1.61126  0.84058  0.382
H  -2.94991  -3.06147  0.64352  0.268
H  1.91441  -6.14612  -1.58890  0.262
O  2.54797  -1.60944  -0.41224  -0.608
C  0.28420  -0.88272  1.94547  0.114
O  -0.72653  3.43842  -3.26217  -0.783
C  1.46044  2.48896  -1.80992  -1.228
C  0.82519  -6.08327  -1.56775  -1.360
C  -2.94123  -1.97807  0.49220  -0.945
H  3.04431  2.95957  3.32677  0.417
N  0.09146  -2.52392  -1.93710  0.641
C  -2.26890  -1.16557  2.75177  -0.906
C  -0.01021  -0.63426  3.26990  -1.086
N  0.48352  -3.64779  -1.29613  -0.091
H  -0.34198  3.07169  4.98846  0.295
Ca  0.81075  -0.25321  -1.08815  2.024
H  -2.85225  2.19201  -3.04728  0.450
O  2.51869  -0.72063  -2.40417  -0.714
C  -0.85307  -1.95649  -4.11592  -1.393
As  0.70986  3.53563  2.76307  0.792
H  1.03554  4.19427  5.19837  0.387
C  0.36227  -4.74906  -2.04917  0.590
H  -0.97353  -2.41593  -5.09680  0.411
H  -1.55427  0.96809  -0.78609  -0.062
H  1.27849  3.54205  -2.01556  0.445
C  -2.06509  1.56231  -2.63935  -0.271
H  -1.82844  -1.59026  -3.79196  0.194
H  0.49669  -6.28024  -0.54625  0.328
H  -2.79525  1.95346  -0.76153  0.348
C  -0.30715  -2.94045  -3.13013  0.454
H  2.00334  5.63475  3.06476  0.345
H  1.85594  5.23105  1.31635  0.404
O  3.52404  -2.61512  -2.06667  -0.690
O  2.14564  3.35046  0.33538  -0.757
H  2.32766  2.17581  -2.40295  0.192
H  -3.31070  -1.27089  3.02927  0.390
C  -0.16855  -4.33551  -3.25220  -1.160
C  -1.88812  -1.41683  1.43752  0.714
O  1.73621  1.17787  0.20372  -0.798
H  -2.87585  -0.79111  -1.05471  0.288
C  -0.73773  2.33128  -2.71337  0.311
N  -2.43362  1.14815  -1.26569  -0.416
C  2.17023  2.34789  3.10453  -0.747
O  -2.75436  -1.75153  -0.87654  -0.381
H  0.94878  -3.54726  -0.40536  0.128
N  0.26202  1.67193  -2.11317  -0.425

Cartesian forces, eV/Å:
H -0.026 -0.009 0.041
H 0.022 -0.012 0.068
C 0.016 0.036 0.072
H 0.018 -0.018 -0.018
C -0.019 0.144 -0.069
H 0.005 0.009 -0.008
H -0.001 -0.011 -0.013
H 0.056 0.118 -0.023
C -0.311 -0.484 -0.270
C 0.042 -0.006 0.122
N 0.156 0.215 0.218
H 0.071 -0.050 0.019
N -0.742 1.210 0.520
H -0.022 -0.034 0.024
H 0.000 0.007 0.016
H 0.013 -0.014 0.067
S 0.279 0.038 0.098
H -0.007 -0.010 -0.011
H -0.032 0.026 -0.041
H 0.022 -0.050 -0.088
H 0.008 0.015 -0.006
O 0.508 -0.605 -0.767
C -0.058 -0.023 -0.278
O 0.058 0.162 -0.055
C -0.378 -0.065 0.268
C -0.043 -0.032 -0.036
C 0.108 0.131 -0.046
H 0.048 -0.052 -0.008
N 0.157 -0.615 -0.297
C -0.078 0.000 0.001
C -0.085 -0.027 0.024
N 0.041 0.446 0.214
H -0.014 0.005 0.035
Ca -1.696 -0.705 0.422
H -0.010 0.029 -0.017
O 1.094 -1.045 0.013
C 0.013 -0.073 -0.074
As -0.673 -0.066 -0.053
H -0.038 0.013 0.000
C 0.056 -0.178 -0.019
H 0.010 -0.023 0.018
H -0.004 0.165 0.124
H -0.021 0.007 -0.066
C -0.109 -0.084 0.069
H -0.002 -0.035 0.028
H -0.015 0.033 -0.001
H -0.018 -0.027 -0.073
C -0.206 0.370 -0.040
H 0.005 0.029 -0.013
H -0.036 -0.005 -0.004
O 0.642 -0.740 -0.357
O 0.327 0.465 0.029
H 0.031 -0.055 0.015
H 0.017 0.011 0.010
C 0.019 -0.004 0.069
C 0.105 -0.067 -0.050
O 0.435 0.836 0.243
H 0.117 -0.018 0.085
C 0.168 -0.297 0.211
N -0.017 -0.188 -0.072
C 0.115 -0.103 -0.038
O -0.054 0.262 0.062
H -0.017 0.005 -0.082
N -0.051 1.045 -0.213

Values from the calculation:
- Charge: -1
- Spin multiplicity: 1

---

Summary of HOMO-LUMO gap in hartree
0.316; 0.346; 0.266
(order as listed above)
Summary of energy relative to the best compared isomer or geometry (same formula, charge and spin) in kcal per mole
117.6; 0.8; 12.2
(order as listed above)
Summary of DFT total energy in eV
-10406.6173; -44746.4939; -132541.8868
(order as listed above)